This record from OMol25 describes a 2-piece molecular cluster, C8H6N2O2 overall. The level of theory is the ωB97M-V functional and the def2-TZVPD basis.

Values from the calculation:
HOMO energy (eV): -9.4
Maximum force (eV/Å): 4.0
SMILES string: C=C1C/C1=N\C=O.C#CC#[N+][O-]
Lowest unoccupied orbital energy (eV): -0.5755
Molar mass (g mol⁻¹): 162.1
Energy (Eh): -568.1059

Last column: Löwdin charge in e.
Element x y z (Å)
C (-1.69386, 0.76610, -0.55625)  0.039
C (-1.05452, -0.40595, -0.45301)  -0.212
C (-1.00259, -1.95895, -0.67984)  0.010
C (0.06612, -1.19261, -0.01207)  -0.262
N (1.20199, -1.12701, 0.42799)  0.192
C (2.14962, -1.87896, 0.93672)  -0.390
O (3.20985, -2.12030, 0.41809)  0.030
H (-2.72637, 0.97414, -1.17158)  0.109
H (-1.18164, 1.81054, -0.35770)  0.084
H (-1.79029, -2.48898, -0.12929)  0.105
H (-0.90007, -2.15587, -1.81765)  0.145
H (2.02976, -2.13010, 2.09296)  0.163
C (2.01486, 2.74497, 1.21495)  0.127
C (2.94348, 2.13888, 0.65622)  -0.114
C (4.00836, 1.60300, -0.00095)  -0.022
N (4.71346, 0.82463, -0.50901)  -0.097
O (5.48087, 0.10336, -1.06014)  0.067
H (1.01995, 3.00832, 1.48770)  0.024

Cartesian forces (eV/Å) of the 6 atoms listed first:
-0.72 2.03 -1.94
-0.26 0.12 0.11
-1.48 1.14 -1.86
-1.50 0.67 -1.15
-0.29 1.41 0.61
2.10 -1.42 2.80

This record from OMol25 describes C8H6N2O2 as an isolated structure. The level of theory is the ωB97M-V functional and the def2-TZVPD basis.

Values from the calculation:
HOMO energy (eV): -9.3
Maximum force (eV/Å): 4.8
Lowest unoccupied orbital energy (eV): -0.6924
Molar mass (g mol⁻¹): 162.1
Energy (Eh): -568.3325

Last column: Löwdin charge in e.
Element x y z (Å)
C (-0.47652, 0.26802, -2.70891)  -0.188
C (-1.08981, -2.05833, -1.30419)  -0.163
C (-0.00563, -0.08315, 1.73764)  -0.015
C (0.90426, 0.48349, 0.94349)  -0.047
C (-1.19023, -0.81270, 1.24122)  -0.182
C (0.99668, 0.20224, -0.49226)  -0.119
C (-0.41148, 0.33097, -1.22362)  -0.190
C (-1.42612, -0.77715, -0.72423)  -0.386
N (-0.61804, 0.17209, -3.86353)  0.169
N (-0.97017, -3.15781, -1.63529)  0.194
O (-2.14665, -1.22008, 1.83082)  0.122
O (-2.67247, -0.27473, -0.79954)  0.040
H (-0.11656, 0.07264, 2.74308)  0.086
H (1.69172, 1.15491, 1.38898)  0.142
H (1.63384, 0.79177, -1.05633)  0.094
H (1.42508, -0.77472, -0.60475)  0.128
H (-0.82651, 1.34542, -1.11765)  0.159
H (-3.34045, -1.00590, -0.77405)  0.154

Cartesian forces (eV/Å) of the 6 atoms listed first:
0.60 -0.62 -1.87
-0.83 -1.03 0.28
-0.77 -0.36 -2.06
0.75 0.67 1.28
-0.81 -0.43 -2.96
-2.34 -0.64 -1.36

This record from OMol25 describes a 2-piece molecular cluster, C8H6N2O2S overall. The level of theory is the ωB97M-V functional and the def2-TZVPD basis.

Values from the calculation:
HOMO energy (alpha / beta) (eV): -9.1 / -7.4
Maximum force (eV/Å): 4.0
Lowest unoccupied orbital energy (alpha / beta) (eV): 0.1291 / -1.9517
Molar mass (g mol⁻¹): 194.2
Energy (Eh): -966.4891

Last column: Löwdin charge in e.
Element x y z (Å)
C (-0.23708, 2.76399, 0.14566)  -0.060
C (-0.99547, 2.12899, -0.84429)  -0.099
C (0.45930, 1.91812, 1.06973)  -0.008
C (-1.24975, 0.75566, -0.86119)  -0.033
C (0.43973, -1.56644, 1.22130)  -0.161
C (0.25705, 0.56026, 1.03404)  -0.279
C (-0.59588, -0.00665, 0.03968)  -0.228
C (-1.34777, -2.32719, -0.28327)  -0.203
N (0.88835, -0.46548, 1.72509)  0.131
N (-0.61882, -1.38663, 0.28769)  0.020
O (1.97472, -2.55857, -0.76857)  -0.517
O (-2.32380, -2.67018, -0.84393)  0.127
S (2.27129, -0.93327, -1.13868)  0.742
H (-0.06426, 3.83726, 0.11314)  0.100
H (-1.37335, 2.71786, -1.69453)  0.108
H (1.19293, 2.30098, 1.76789)  0.110
H (-2.18200, 0.40102, -1.41899)  0.148
H (0.71505, -2.55252, 1.51124)  0.123
H (2.78975, -2.91720, -1.06201)  -0.022

Cartesian forces (eV/Å) of the 6 atoms listed first:
1.01 -1.81 -0.03
-0.09 1.02 -0.32
-0.36 1.13 -0.28
-2.54 0.35 -1.02
-0.76 0.65 0.77
-0.48 -0.45 -1.78

This record from OMol25 describes an isolated ion of composition C8H6N2O5 and charge -2. The level of theory is the ωB97M-V functional and the def2-TZVPD basis.

Values from the calculation:
HOMO energy (eV): -1.0
Total charge: -2
Maximum force (eV/Å): 4.3
SMILES string: C[C@@](C(=O)[O-])(C(=O)O)/C([O-])=C1/C=NC=N1
Lowest unoccupied orbital energy (eV): 6.2295
Molar mass (g mol⁻¹): 210.1
Energy (Eh): -794.1903

Last column: Löwdin charge in e.
Element x y z (Å)
C (-1.59804, -0.66842, 0.14135)  -0.066
C (-0.95771, 0.72500, 0.12271)  -0.230
C (-2.06316, 1.63182, -0.48780)  -0.683
O (-1.83065, 2.85911, -0.44533)  -0.056
O (-3.14149, 1.09595, -0.85450)  -0.099
C (-0.64777, 1.28079, 1.65036)  -0.511
O (-1.36150, 2.07515, 2.14705)  0.107
O (0.37481, 0.73965, 2.21682)  0.094
C (0.30142, 0.73830, -0.68823)  -0.326
O (0.43554, 1.56008, -1.57651)  0.084
C (1.20830, -0.38525, -0.58853)  -0.310
C (1.92874, -1.00463, -1.58834)  -0.189
N (2.70396, -1.94812, -1.05732)  -0.016
C (2.39959, -1.86229, 0.24909)  -0.338
N (1.58521, -0.88365, 0.61379)  0.049
H (-2.11764, -0.76273, -0.85796)  0.093
H (-2.40709, -0.84300, 0.84459)  0.066
H (-1.00121, -1.62310, 0.38830)  0.090
H (0.98451, 0.23517, 1.58675)  0.050
H (2.04291, -0.76586, -2.74902)  0.126
H (3.16126, -2.19399, 0.93272)  0.065

Cartesian forces (eV/Å) of the 6 atoms listed first:
0.15 -2.73 -0.39
-0.75 -0.10 2.27
-0.76 2.01 0.40
0.16 -0.36 -0.33
0.28 -0.17 -0.27
-0.97 -1.25 -3.95

This record from OMol25 describes the molecule C8H6N4O. The level of theory is the ωB97M-V functional and the def2-TZVPD basis.

Values from the calculation:
HOMO energy (eV): -9.5
Maximum force (eV/Å): 5.0
SMILES string: c1cc2c(nn1)CCc1nonc1-2
Lowest unoccupied orbital energy (eV): -0.4145
Molar mass (g mol⁻¹): 174.2
Energy (Eh): -602.5871

Last column: Löwdin charge in e.
Element x y z (Å)
C (-2.27546, 2.00413, -0.32575)  -0.098
C (-1.58741, 1.37795, 0.70027)  -0.009
C (-0.52788, 0.56196, 0.39022)  -0.114
C (-0.24008, 0.41455, -0.94681)  -0.208
N (-0.94810, 0.97133, -1.91940)  0.042
N (-1.90739, 1.78513, -1.63978)  0.013
C (0.63502, -0.72045, -1.54763)  -0.075
C (1.57831, -1.41214, -0.51509)  -0.090
C (1.31455, -0.97164, 0.86445)  -0.281
N (1.99424, -1.30743, 1.84901)  0.118
O (1.42217, -0.90550, 2.97084)  -0.026
N (0.33960, -0.14186, 2.64489)  0.160
C (0.30118, -0.15009, 1.35258)  -0.195
H (-3.13673, 2.77532, -0.19050)  0.136
H (-1.81066, 1.50021, 1.79840)  0.140
H (1.05787, -0.55861, -2.55494)  0.123
H (-0.16673, -1.47961, -1.66696)  0.124
H (1.34123, -2.48961, -0.55274)  0.131
H (2.61629, -1.25363, -0.71107)  0.112

Cartesian forces (eV/Å) of the 6 atoms listed first:
-0.42 0.94 -1.30
-0.78 0.74 1.81
-0.18 0.20 0.30
0.96 -1.75 -1.80
0.16 0.51 -0.10
-1.62 1.09 1.64

This record from OMol25 describes the molecule C8H6N4O2S. The level of theory is the ωB97M-V functional and the def2-TZVPD basis.

Values from the calculation:
HOMO energy (eV): -9.4
Maximum force (eV/Å): 4.9
Lowest unoccupied orbital energy (eV): -0.3730
Molar mass (g mol⁻¹): 222.2
Energy (Eh): -1075.9329

Last column: Löwdin charge in e.
Element x y z (Å)
C (1.57132, -1.17176, 0.95505)  -0.327
C (-3.13534, -0.42500, -0.77869)  -0.035
C (-2.23090, -1.56013, -0.62784)  -0.062
C (-2.56220, 0.79427, -0.46203)  -0.088
C (-0.97010, -1.46415, -0.09969)  -0.005
C (-1.32623, 0.95571, 0.07098)  -0.040
C (-0.53136, -0.12134, 0.24708)  -0.161
C (1.58073, 1.07665, 0.82907)  -0.438
N (2.25875, -2.05691, 1.19399)  0.248
N (1.26822, 2.29190, 0.84016)  0.202
N (1.98127, 0.38820, -1.33526)  -0.144
N (0.77452, -0.07603, 0.85341)  0.021
O (4.38123, -0.50797, -0.69383)  -0.282
O (3.10349, 0.77165, 0.95858)  -0.171
S (3.10901, 0.13864, -0.49390)  0.699
H (-4.07045, -0.70940, -1.15899)  0.083
H (-2.47181, -2.58510, -0.96552)  0.112
H (-3.27798, 1.59868, -0.48334)  0.109
H (-0.41593, -2.32429, 0.01356)  0.080
H (-0.99759, 1.91822, 0.30069)  0.086
H (1.96134, 3.06820, 0.83652)  0.114

Cartesian forces (eV/Å) of the 6 atoms listed first:
-2.02 0.17 0.77
4.18 -2.39 0.60
-1.02 0.05 -0.51
-3.76 -0.69 -0.44
-1.37 4.22 -0.07
0.84 -0.08 -0.02

This record from OMol25 describes a 2-piece molecular cluster, C8H6NO2S overall. The level of theory is the ωB97M-V functional and the def2-TZVPD basis.

Values from the calculation:
HOMO energy (eV): -4.7
Total charge: -1
Maximum force (eV/Å): 4.0
Lowest unoccupied orbital energy (eV): 2.7909
Molar mass (g mol⁻¹): 180.2
Energy (Eh): -911.8646

Last column: Löwdin charge in e.
Element x y z (Å)
C (0.97416, 2.69333, -0.19383)  -0.247
C (0.52485, -0.63067, 1.68637)  -0.224
C (1.53864, -0.27564, 0.70701)  -0.192
C (-0.27323, -1.65692, 1.38761)  -0.415
C (1.48388, -1.15656, -0.31918)  -0.479
C (-1.52934, 2.57908, 0.08431)  -0.743
C (-0.22072, 1.50675, -1.87318)  0.039
C (-0.23699, 2.28450, -0.79057)  -0.244
N (1.87357, 3.31095, 0.20600)  0.141
O (-2.27376, 3.45340, -0.44106)  -0.072
O (-1.66994, 1.99303, 1.11981)  0.011
S (0.20131, -2.27330, -0.17130)  0.903
H (0.39760, -0.04257, 2.60215)  0.110
H (1.83775, 0.75857, 0.84766)  0.074
H (-1.22978, -2.11186, 1.75512)  0.078
H (2.18601, -1.31544, -1.20337)  0.083
H (-1.17148, 1.26540, -2.29557)  0.053
H (0.82241, 1.28208, -2.47797)  0.124

Cartesian forces (eV/Å) of the 6 atoms listed first:
1.23 2.04 0.18
0.32 1.39 1.17
-2.00 -0.12 1.41
-1.29 -1.67 -1.44
1.57 -0.37 -1.83
-0.90 2.60 -2.91

This record from OMol25 describes an isolated ion of composition C8H6NO3P and charge -2. The level of theory is the ωB97M-V functional and the def2-TZVPD basis.

Values from the calculation:
HOMO energy (eV): 0.7
Total charge: -2
Maximum force (eV/Å): 2.8
SMILES string: N#COP([O-])([O-])=Cc1ccccc1
Lowest unoccupied orbital energy (eV): 6.0798
Molar mass (g mol⁻¹): 195.1
Energy (Eh): -930.2979

Last column: Löwdin charge in e.
Element x y z (Å)
N (2.14390, 2.79307, -0.49654)  0.047
C (2.46853, 1.68452, -0.63145)  -0.657
O (3.11569, 0.67790, -0.87478)  -0.105
P (2.55422, -0.73109, 0.36991)  0.390
O (2.50560, -1.90047, -0.60405)  -0.424
O (3.71027, -0.76989, 1.26966)  -0.393
C (1.09978, 0.13658, 0.85640)  -0.276
C (-0.17814, -0.02688, 0.31685)  -0.334
C (-1.22435, 0.70297, 0.94912)  -0.105
C (-2.53165, 0.36148, 0.66713)  -0.166
C (-2.83426, -0.34452, -0.50697)  -0.208
C (-1.82318, -0.94752, -1.20125)  -0.173
C (-0.52809, -0.98476, -0.71878)  -0.045
H (1.40272, 0.95729, 1.54738)  0.061
H (-0.81261, 1.31500, 1.87053)  0.126
H (-3.45467, 0.71981, 1.23407)  0.088
H (-3.74524, -0.56047, -0.96158)  0.040
H (-2.19722, -1.49135, -1.99132)  0.052
H (0.32870, -1.59164, -1.09432)  0.083

Cartesian forces (eV/Å) of the 6 atoms listed first:
-0.94 0.81 0.13
0.70 2.58 -0.37
0.60 -2.59 -0.14
-0.58 -1.41 -2.37
-0.97 1.15 0.73
0.77 0.74 1.58